No. 1
Here is 4 unconnected molecules or ions with the total composition C29H65BFNO9S2 from the OMol25 dataset. Energies are from wB97M-V/def2-TZVPD.

Each line ends with the Löwdin charge.
Element x y z (Å)
C1 2.87 0.97 2.08  -0.04
C2 1.78 1.56 2.98  -0.22
O1 0.88 2.34 2.21  -0.10
C3 -0.53 2.27 2.47  -0.33
C4 -1.02 0.83 2.14  -0.11
C5 -0.37 0.19 0.91  -0.16
C6 -1.19 -1.05 0.46  -0.19
C7 -0.29 -2.21 0.01  -0.21
C8 -1.03 -3.53 -0.16  -0.30
N1 -1.83 -3.64 -1.39  0.01
C9 -0.83 2.54 3.97  -0.24
C10 0.00 3.66 4.60  -0.11
C11 -0.39 3.97 6.05  -0.17
F1 0.77 4.01 6.82  -0.06
C12 -2.34 2.80 4.08  -0.14
S1 -2.74 4.37 3.35  0.63
O2 -2.49 5.42 4.30  -0.25
O3 -4.05 4.30 2.80  -0.26
O4 -1.61 4.53 2.25  -0.20
C13 -1.15 3.34 1.52  -0.26
C14 -2.27 2.88 0.59  -0.37
S2 -2.57 4.03 -0.80  0.97
C15 -3.32 5.54 -0.13  -0.50
C16 -2.37 6.75 -0.21  -0.14
B1 0.07 3.86 0.56  -0.68
O5 0.70 5.04 0.86  0.18
O6 0.42 3.09 -0.50  0.02
C17 0.88 3.75 -1.68  -0.05
H1 2.88 -0.12 2.16  0.07
H2 2.70 1.24 1.04  0.08
H3 3.85 1.30 2.41  0.07
H4 1.29 0.76 3.53  0.12
H5 2.26 2.20 3.72  0.11
H6 -2.10 0.80 2.04  0.11
H7 -0.77 0.19 2.99  0.12
H8 0.63 -0.15 1.12  0.10
H9 -0.31 0.88 0.08  0.10
H10 -1.76 -1.40 1.32  0.11
H11 -1.87 -0.77 -0.35  0.11
H12 0.20 -1.92 -0.92  0.12
H13 0.49 -2.35 0.77  0.11
H14 -1.64 -3.73 0.72  0.10
H15 -0.28 -4.32 -0.20  0.10
H16 -1.19 -3.65 -2.17  0.05
H17 -2.37 -2.79 -1.49  0.05
H18 -0.62 1.63 4.54  0.15
H19 1.04 3.39 4.66  0.10
H20 -0.05 4.59 4.03  0.12
H21 -0.87 4.94 6.15  0.11
H22 -1.00 3.18 6.48  0.12
H23 -2.93 2.05 3.55  0.11
H24 -2.70 2.86 5.10  0.12
H25 -2.00 1.97 0.07  0.07
H26 -3.23 2.70 1.08  0.09
H27 -3.63 5.39 0.90  0.04
H28 -4.22 5.75 -0.69  0.07
H29 -2.89 7.64 -0.55  0.07
H30 -1.89 6.92 0.75  0.07
H31 -1.57 6.55 -0.92  0.06
H32 1.11 4.95 1.72  0.11
H33 0.94 4.83 -1.56  0.09
H34 0.17 3.56 -2.48  0.09
H35 1.84 3.34 -2.00  0.08
C18 5.19 6.06 -2.87  -0.08
C19 4.76 4.72 -2.30  -0.28
O7 4.84 3.65 -3.22  -0.16
C20 6.12 3.37 -3.74  -0.28
C21 7.16 3.00 -2.70  -0.08
H36 4.60 6.31 -3.75  0.08
H37 5.06 6.84 -2.12  0.08
H38 6.25 6.06 -3.16  0.07
H39 3.71 4.78 -2.01  0.10
H40 5.32 4.49 -1.39  0.11
H41 6.48 4.20 -4.36  0.11
H42 5.97 2.53 -4.42  0.12
H43 7.35 3.82 -2.00  0.07
H44 8.10 2.75 -3.18  0.08
H45 6.82 2.14 -2.11  0.08
C22 0.51 -7.59 2.92  -0.08
C23 -0.54 -6.61 2.42  -0.29
O8 -0.78 -6.67 1.02  -0.18
C24 -1.25 -7.91 0.52  -0.28
C25 -2.57 -8.36 1.12  -0.08
H46 1.45 -7.44 2.39  0.08
H47 0.67 -7.44 3.98  0.08
H48 0.20 -8.62 2.77  0.07
H49 -0.20 -5.59 2.60  0.11
H50 -1.48 -6.73 2.98  0.11
H51 -0.49 -8.69 0.64  0.11
H52 -1.37 -7.75 -0.55  0.12
H53 -2.50 -8.54 2.20  0.07
H54 -2.89 -9.29 0.65  0.08
H55 -3.34 -7.60 0.96  0.08
C26 -0.50 -5.51 -6.62  -0.08
C27 -0.64 -5.64 -5.12  -0.28
O9 -1.58 -4.75 -4.54  -0.18
C28 -2.92 -4.87 -4.99  -0.28
C29 -3.54 -6.23 -4.73  -0.08
H56 -0.22 -4.49 -6.89  0.08
H57 0.27 -6.19 -6.98  0.08
H58 -1.42 -5.75 -7.15  0.07
H59 0.31 -5.40 -4.64  0.12
H60 -0.88 -6.67 -4.84  0.11
H61 -2.99 -4.60 -6.05  0.11
H62 -3.47 -4.11 -4.44  0.12
H63 -3.02 -7.03 -5.28  0.07
H64 -4.58 -6.23 -5.05  0.08
H65 -3.50 -6.47 -3.67  0.08

Calculated values
- Kohn-Sham gap (eV) = 8.96
- SMILES string = CCO[C@@]1(CCCCCN)[C@@H](CCF)CS(=O)(=O)O[C@@]1(CSCC)B(O)OC.CCOCC.CCOCC.CCOCC
- LUMO energy (Eh) = 0.015
- E_HOMO (eV) = -8.561
- energy above the lowest of the compared OMol25 structures with the same formula, charge and spin (kcal per mole) = 0.0

No. 2
Here is 14 unconnected molecules or ions with the total composition C24H24Cl39F7O3S from the OMol25 dataset. Energies are from wB97M-V/def2-TZVPD.

Each line ends with the Löwdin charge.
Element x y z (Å)
C1 3.41 -4.74 -1.97  0.00
C2 3.60 -3.55 -1.87  -0.09
C3 3.61 -2.07 -1.95  -0.16
C4 2.14 -1.52 -1.91  -0.39
C5 1.50 -2.21 -3.17  0.00
C6 2.24 0.00 -2.15  -0.16
C7 2.58 0.82 -0.85  -0.17
S1 2.90 -0.14 0.64  0.64
O1 2.35 0.58 1.74  -0.29
O2 4.32 -0.24 0.83  -0.31
O3 2.26 -1.63 0.59  -0.13
C8 1.46 -1.93 -0.59  -0.17
C9 0.02 -1.48 -0.32  -0.35
F1 -0.10 -0.17 0.01  0.13
F2 -0.38 -2.14 0.80  0.12
C10 -1.11 -1.74 -1.36  -0.32
F3 -1.04 -0.91 -2.40  0.16
F4 -2.24 -1.33 -0.73  0.05
C11 -1.39 -3.23 -1.78  -0.55
F5 -0.64 -4.12 -1.16  0.16
F6 -1.33 -3.33 -3.10  0.18
F7 -2.65 -3.54 -1.49  0.13
H1 3.62 -5.78 -1.98  -0.02
H2 4.22 -1.72 -1.11  0.07
H3 4.11 -1.76 -2.88  0.11
H4 2.28 -2.52 -3.86  0.10
H5 0.83 -1.55 -3.73  0.09
H6 1.03 -3.14 -2.82  0.08
H7 1.34 0.38 -2.66  0.12
H8 3.06 0.19 -2.86  0.04
H9 3.44 1.45 -1.08  0.08
H10 1.75 1.49 -0.63  0.11
H11 1.46 -3.03 -0.60  0.16
C12 -0.72 0.37 3.26  -1.53
Cl1 -2.41 -0.13 3.46  0.57
Cl2 -0.47 1.96 3.96  0.55
Cl3 0.36 -0.82 3.97  0.58
H12 -0.50 0.43 2.20  -0.02
C13 0.59 -7.95 -0.89  -1.49
Cl4 0.44 -8.93 -2.35  0.52
Cl5 1.67 -6.57 -1.18  0.62
Cl6 -0.99 -7.39 -0.35  0.51
H13 1.02 -8.56 -0.11  0.02
C14 -3.76 3.85 3.33  -1.54
Cl7 -2.70 4.72 2.21  0.52
Cl8 -3.39 4.28 5.00  0.50
Cl9 -5.46 4.19 2.95  0.50
H14 -3.59 2.79 3.20  -0.02
C15 -5.14 -1.80 2.00  -1.56
Cl10 -6.68 -1.28 1.32  0.53
Cl11 -5.39 -2.91 3.36  0.52
Cl12 -4.12 -2.53 0.76  0.61
H15 -4.63 -0.92 2.38  -0.06
C16 7.01 0.39 -2.42  -1.49
Cl13 5.42 0.90 -3.03  0.55
Cl14 6.82 -0.78 -1.12  0.58
Cl15 8.00 -0.26 -3.72  0.54
H16 7.50 1.27 -2.02  0.02
C17 6.85 0.01 3.27  -1.55
Cl16 7.83 1.41 3.72  0.52
Cl17 7.68 -0.97 2.06  0.51
Cl18 6.46 -0.96 4.69  0.53
H17 5.92 0.36 2.84  -0.01
C18 4.39 4.28 -4.64  -1.49
Cl19 3.15 3.18 -3.99  0.49
Cl20 4.00 5.96 -4.30  0.51
Cl21 5.97 3.87 -3.97  0.51
H18 4.43 4.14 -5.71  0.02
C19 -1.66 -6.73 3.86  -1.55
Cl22 -1.04 -6.95 5.50  0.53
Cl23 -0.77 -5.46 3.02  0.52
Cl24 -1.58 -8.25 2.96  0.50
H19 -2.70 -6.44 3.93  0.01
C20 -2.93 -10.25 -4.81  -1.55
Cl25 -3.85 -11.75 -4.87  0.52
Cl26 -2.78 -9.68 -3.15  0.50
Cl27 -1.34 -10.46 -5.54  0.51
H20 -3.47 -9.50 -5.38  0.01
C21 -7.13 7.43 4.97  -1.52
Cl28 -5.53 6.69 5.01  0.50
Cl29 -8.18 6.54 3.86  0.50
Cl30 -7.82 7.50 6.61  0.49
H21 -7.03 8.45 4.60  0.02
C22 -0.39 6.56 -3.73  -1.54
Cl31 -1.22 6.70 -2.18  0.53
Cl32 0.69 5.17 -3.74  0.48
Cl33 -1.55 6.46 -5.05  0.53
H22 0.21 7.46 -3.87  0.01
C23 -11.96 8.83 4.89  -1.54
Cl34 -13.20 7.80 5.61  0.52
Cl35 -12.29 10.54 5.23  0.52
Cl36 -10.36 8.38 5.47  0.48
H23 -11.98 8.69 3.81  0.01
C24 5.22 6.23 -0.09  -1.54
Cl37 3.82 5.68 -1.01  0.50
Cl38 6.61 5.17 -0.38  0.51
Cl39 5.62 7.90 -0.49  0.53
H24 4.98 6.18 0.97  0.01

Calculated values
- Kohn-Sham gap (eV) = 10.63
- LUMO energy (Eh) = 0.002
- E_HOMO (eV) = -10.584

No. 3
Here is a gas-phase ion, C7H11N4O4 (charge +1) from the OMol25 dataset. Energies are from wB97M-V/def2-TZVPD.

Each line ends with the natural charge from an NBO analysis.
Element x y z (Å)
C1 -0.51 -0.75 0.98  0.05
C2 -0.26 0.70 1.28  -0.05
C3 1.41 1.26 -0.43  0.56
C4 -0.65 -0.95 -0.56  -0.27
C5 0.70 -1.31 -0.94  0.08
C6 2.58 1.55 -1.19  -0.79
C7 -1.69 -2.14 -0.78  -0.57
N1 0.72 1.18 0.50  -0.27
N2 1.48 -1.62 0.06  0.43
N3 1.20 -1.29 -2.29  0.51
N4 -0.02 1.16 2.66  -0.68
O1 0.82 -1.47 1.25  -0.38
O2 2.63 -1.97 0.07  -0.32
O3 2.42 -1.36 -2.42  -0.35
O4 0.29 -1.20 -3.11  -0.36
H1 -1.20 -1.36 1.60  0.26
H2 -1.00 -0.08 -1.10  0.26
H3 3.46 1.04 -0.77  0.29
H4 3.03 2.59 -1.16  0.32
H5 2.47 1.30 -2.31  0.31
H6 -2.64 -1.70 -0.58  0.22
H7 -1.51 -2.89 -0.06  0.20
H8 -1.75 -2.62 -1.66  0.24
H9 0.59 2.05 2.73  0.46
H10 0.62 0.56 3.22  0.42
H11 -0.82 1.20 3.30  0.45

Calculated values
- Kohn-Sham gap (eV) = 8.11
- charge = +1
- LUMO energy (Eh) = -0.161
- E_HOMO (eV) = -12.497
- energy above the lowest of the compared OMol25 structures with the same formula, charge and spin (kcal per mole) = 140.5

No. 4
Here is 2 unconnected molecules or ions with the total composition F3NS from the OMol25 dataset. Energies are from wB97M-V/def2-TZVPD.

Each line ends with the natural charge from an NBO analysis.
Element x y z (Å)
N1 0.43 -1.26 1.22  0.13
F1 -0.78 -1.41 1.62  -0.19
F2 0.74 1.43 -0.13  -0.47
F3 -0.04 0.83 -2.09  -0.47
S1 -0.35 0.40 -0.62  1.00

Calculated values
- Kohn-Sham gap (alpha / beta) (eV) = 8.28 / 8.45
- LUMO energy (alpha / beta) (Eh) = -0.048 / -0.031
- E_HOMO (alpha / beta) (eV) = -9.574 / -9.286
- energy above the lowest of the compared OMol25 structures with the same formula, charge and spin (kcal per mole) = 55.4

| no. | energy (eV) | molar mass (g/mol) | largest force on an atom (Eh/bohr) |
| --- | --- | --- | --- |
| 1 | -76109.2720 | 665.8 | 0.0182 |
| 2 | -549647.6709 | 1908.2 | 0.0722 |
| 3 | -21570.7716 | 215.2 | 0.0823 |
| 4 | -20471.2306 | 103.1 | 0.0319 |